No. 1
DFT (ωB97M-V/def2-TZVPD) results for the molecule C4H6N4 at a distorted geometry.

Geometry as ORCA input:
```
! RIJCOSX wB97M-V def2-TZVPD def2/J DEFGRID3
* xyz 0 1
C 0.8146 1.0066 -1.4769
C -1.1774 -0.0485 1.7996
C -0.4864 -1.1570 1.2931
C 0.0900 -0.9581 0.0229
H 0.7879 2.1217 -1.5620
H 0.4432 0.6797 -2.3873
H 1.8870 0.8626 -1.3653
H -2.0234 -0.2221 2.5936
H -0.5960 -2.1175 1.8573
H 1.0904 -1.6261 -1.6018
N 0.2956 0.5828 -0.2602
N -0.3184 1.4773 0.4991
N -1.2242 1.2876 1.3992
N 0.4171 -1.8888 -0.8115
*
```

## Properties
E: -374.9101 Eh
Molecular weight: 110.1 g/mol
Structure (SMILES): [H]/N=c1/ccnnn1C
Relative energy (zero: lowest compared OMol25 entry of this formula, charge and spin): 397.03 kJ/mol
Orbital gap: 8.643 eV

No. 2
DFT (ωB97M-V/def2-TZVPD) results for a cluster of 2 separate species, C2H9N2O in total at a distorted geometry.

Geometry as ORCA input:
```
! RIJCOSX wB97M-V def2-TZVPD def2/J DEFGRID3
* xyz 2 2
C 0.7291 0.9152 1.2945
N -1.4175 -1.6491 -0.0834
C -0.6992 -0.8836 0.7309
N -0.1013 0.2208 0.2686
H 1.6672 1.3783 0.9827
H 1.0565 0.3268 2.1367
H 0.2386 1.8672 1.6294
H -1.1485 -1.8099 -1.0704
H -2.1933 -2.1082 0.4264
H -0.8195 -0.9197 1.8181
H -0.0221 0.5593 -0.7516
H 0.3862 0.9492 -3.0002
H 1.5888 0.3622 -2.2776
O 0.7350 0.7914 -2.1041
*
```

## Properties
<S²>: 0.785
E: -265.5621 Eh
Molecular weight: 77.1 g/mol
Relative energy (zero: lowest compared OMol25 entry of this formula, charge and spin): 206.15 kJ/mol
Orbital gap (alpha / beta): 10.827 / 6.553 eV

No. 3
DFT (ωB97M-V/def2-TZVPD) results for a structure of composition C35H49N2O2PRhS2.

Geometry as ORCA input:
```
! RIJCOSX wB97M-V def2-TZVPD def2/J DEFGRID3
* xyz 0 2
Rh -0.2981 -0.1222 -0.1392
C 2.2120 -1.1573 4.5038
C 1.1969 -1.5519 3.4260
C 0.1323 -2.4852 4.0028
C 1.8855 -2.1703 2.2246
C 2.4153 -3.4527 2.3166
C 3.0128 -4.0622 1.2246
C 3.0826 -3.3935 0.0152
C 2.5801 -2.1044 -0.1223
C 2.6802 -1.3980 -1.4587
C 1.8835 -2.1440 -2.5276
C 4.1360 -1.2001 -1.8845
C 1.9972 -1.5065 1.0001
N 1.4573 -0.1799 0.8777
C 2.1181 0.7956 1.3945
C 1.7534 2.1730 1.2989
C 2.5334 3.0886 2.0348
C 2.3318 4.4363 1.9490
C 1.3360 4.9037 1.0756
C 0.5650 4.0489 0.3387
C 0.7231 2.6349 0.4294
N -0.0370 1.8010 -0.3317
C -0.8987 2.4092 -1.3018
C -2.1900 2.8263 -0.9496
C -2.9879 3.3840 -1.9427
C -2.5225 3.5265 -3.2385
C -1.2426 3.1044 -3.5630
C -0.4142 2.5334 -2.6055
C 0.9817 2.0885 -2.9843
C 0.9904 1.2003 -4.2311
C 1.9042 3.2963 -3.1533
C -2.7409 2.6721 0.4571
C -3.9612 1.7520 0.4649
C -3.0892 4.0249 1.0793
H 1.7104 -0.6853 5.3500
H 2.9575 -0.4602 4.1178
H 2.7447 -2.0357 4.8749
H 0.6821 -0.6465 3.0959
H 0.5775 -3.3859 4.4288
H -0.5789 -2.7856 3.2329
H -0.4173 -1.9789 4.7978
H 2.3480 -3.9875 3.2552
H 3.4181 -5.0616 1.3153
H 3.5441 -3.8778 -0.8369
H 2.2438 -0.4030 -1.3540
H 2.2925 -3.1437 -2.6915
H 1.9207 -1.6037 -3.4751
H 0.8372 -2.2469 -2.2366
H 4.6223 -2.1595 -2.0736
H 4.7082 -0.6814 -1.1139
H 4.1848 -0.6123 -2.8029
H 3.0438 0.5614 1.9187
H 3.3107 2.6906 2.6770
H 2.9322 5.1263 2.5246
H 1.1684 5.9691 0.9761
H -0.1791 4.4493 -0.3327
H -3.9888 3.7168 -1.6952
H -3.1558 3.9711 -3.9957
H -0.8847 3.2190 -4.5787
H 1.3737 1.4892 -2.1598
H 0.6922 1.7526 -5.1238
H 0.3108 0.3553 -4.1123
H 1.9970 0.8133 -4.4058
H 1.5497 3.9385 -3.9626
H 2.9193 2.9756 -3.3956
H 1.9421 3.8961 -2.2397
H -1.9708 2.1987 1.0707
H -4.7766 2.1845 -0.1212
H -4.3196 1.5974 1.4841
H -3.7163 0.7804 0.0413
H -3.8932 4.5150 0.5258
H -2.2300 4.6961 1.0924
H -3.4273 3.8893 2.1080
C -1.1450 -5.0338 -2.4512
C -2.0007 -3.8013 -2.6283
O -2.3928 -3.3382 -1.3272
P -3.0631 -1.8898 -1.0939
S -1.7149 -0.9956 1.1879
S -1.7487 -0.4504 -1.8950
O -4.1725 -1.9213 -2.3103
C -5.0557 -0.7955 -2.4130
C -5.9836 -1.0402 -3.5807
H -0.8135 -5.3984 -3.4245
H -1.7050 -5.8264 -1.9558
H -0.2654 -4.8049 -1.8476
H -2.8996 -4.0190 -3.2076
H -1.4504 -3.0049 -3.1363
H -4.4712 0.1175 -2.5662
H -5.6124 -0.6918 -1.4753
H -5.4043 -1.1905 -4.4916
H -6.6406 -0.1818 -3.7253
H -6.5972 -1.9246 -3.4130
*
```

## Properties
<S²>: 0.770
E: -2871.4257 Eh
Molecular weight: 727.8 g/mol
Relative energy (zero: lowest compared OMol25 entry of this formula, charge and spin): 0.00 kJ/mol
Orbital gap (alpha / beta): 6.113 / 6.526 eV

No. 4
DFT (ωB97M-V/def2-TZVPD) results for a structure of composition C15H18N5Pd.

Geometry as ORCA input:
```
! RIJCOSX wB97M-V def2-TZVPD def2/J DEFGRID3
* xyz 3 5
Pd -0.1850 0.3280 -0.6041
C 2.3990 -1.1625 0.1964
N 1.4083 -1.1773 -0.9012
C 1.9917 -0.6292 -2.1474
C 0.8529 -2.5411 -1.1238
C -0.6360 -2.5831 -0.9595
C -1.3279 -3.7584 -0.7907
C -2.7263 -3.7179 -0.7892
C -3.4419 -2.4856 -0.9097
C -2.7601 -1.3099 -1.0450
C -1.3447 -1.3282 -0.9767
H 3.2493 -1.8013 -0.0542
H 1.9321 -1.5325 1.1076
H 2.7559 -0.1443 0.3447
H 2.8056 -1.2679 -2.5025
H 2.3947 0.3653 -1.9554
H 1.2248 -0.5890 -2.9253
H 1.3355 -3.2421 -0.4400
H 1.1179 -2.8711 -2.1329
H -0.8187 -4.7112 -0.7166
H -3.2849 -4.6447 -0.7355
H -4.5241 -2.5115 -0.8931
H -3.2906 -0.3725 -1.1508
N -0.1252 2.4164 3.1925
C -0.3309 1.2415 3.7974
C -0.3720 0.2741 2.7672
N -0.1871 0.8693 1.5975
C -0.0334 2.2003 1.8433
C 0.1682 3.0821 0.7777
N 0.2185 2.5904 -0.4904
C 0.3887 3.6225 -1.3035
C 0.4629 4.8148 -0.5378
N 0.3160 4.4445 0.7370
H -0.0458 3.3017 3.6795
H -0.4389 1.1458 4.8676
H -0.5312 -0.7864 2.8791
H 0.4621 3.5377 -2.3766
H 0.5997 5.8419 -0.8430
H 0.3210 5.0914 1.5176
*
```

## Properties
<S²>: 6.067
E: -982.9049 Eh
Molecular weight: 374.8 g/mol
Orbital gap (alpha / beta): 7.717 / 5.753 eV

No. 5
DFT (ωB97M-V/def2-TZVPD) results for the ion C5H5S2 with charge -1 at a distorted geometry.

Geometry as ORCA input:
```
! RIJCOSX wB97M-V def2-TZVPD def2/J DEFGRID3
* xyz -1 1
C -0.5400 0.2662 0.4814
C -0.4764 1.5277 1.1931
C -1.6737 0.7687 1.1003
C 1.3443 -0.6041 -1.1170
C -0.0327 -0.8444 -0.2982
S 0.4457 2.7020 1.9416
S -3.1937 0.6134 1.6985
H 0.8652 0.0063 -1.9498
H 1.7883 -1.5996 -1.5113
H 2.1755 -0.2082 -0.4499
H -0.0628 -1.8428 0.0768
H -0.6398 -0.7852 -1.1654
*
```

## Properties
E: -989.8649 Eh
Molecular weight: 129.2 g/mol
Structure (SMILES): CCc1c([S-])c1=S
Relative energy (zero: lowest compared OMol25 entry of this formula, charge and spin): 95.22 kJ/mol
Orbital gap: 6.978 eV

No. 6
DFT (ωB97M-V/def2-TZVPD) results for a cluster of 2 separate species, C7H13NO in total at a distorted geometry.

Geometry as ORCA input:
```
! RIJCOSX wB97M-V def2-TZVPD def2/J DEFGRID3
* xyz 0 1
C -1.5770 1.4257 -0.2061
C 0.9581 0.9023 -1.6684
C -0.3854 0.8786 0.5282
C 0.9272 0.8950 -0.1668
C 2.0442 0.8974 0.5647
O -0.4635 0.6703 1.7585
H -2.4642 1.3577 0.4209
H -1.7484 0.9035 -1.1453
H -1.3912 2.4740 -0.4550
H 0.5169 1.8164 -2.0677
H 0.3996 0.0597 -2.0763
H 1.9838 0.8242 -2.0236
H 2.0005 0.8469 1.6464
H 3.0198 0.8054 0.1114
C -1.1495 -1.7907 -0.0214
C 0.2585 -2.2088 0.9166
N 0.5643 -1.7191 1.9920
H 0.0041 -0.6860 2.1741
H 0.8831 -2.8491 0.3035
H -1.8987 -1.3126 0.6034
H -0.9928 -1.3767 -1.0141
H -1.4893 -2.8142 -0.1750
*
```

## Properties
E: -404.4140 Eh
Molecular weight: 127.2 g/mol
Structure (SMILES): C=C(C)C(C)=O.[H]/N=C\C
Relative energy (zero: lowest compared OMol25 entry of this formula, charge and spin): 297.85 kJ/mol
Orbital gap: 8.246 eV

No. 7
DFT (ωB97M-V/def2-TZVPD) results for a structure of composition C20H20N2O5S at a distorted geometry.

Geometry as ORCA input:
```
! RIJCOSX wB97M-V def2-TZVPD def2/J DEFGRID3
* xyz 0 1
C -3.6731 -0.7427 -1.1619
H -4.0706 0.3448 -1.4865
H -4.0201 -0.9259 -0.3130
H -3.8182 -1.4408 -1.9416
O -1.9840 -0.5019 -1.0105
C -1.4874 -0.5500 -2.1381
O -2.0202 -0.7847 -3.1385
C 0.0478 -0.2285 -2.0746
C 0.4942 0.9309 -1.5435
C 1.7729 1.2286 -1.2862
C 2.5981 0.0998 -1.8346
C 2.3104 -1.0764 -2.3345
C 1.0329 -1.1231 -2.2679
H 0.4418 -2.1561 -2.8648
H 3.0492 -1.7159 -2.5473
H 3.6752 0.2770 -1.4578
H 2.0982 2.1936 -0.8011
S -0.7342 2.2879 -1.1139
O -0.0485 3.5928 -1.8090
O -2.0877 1.9341 -1.7423
N -0.8217 2.5575 0.3773
C -0.0488 3.0955 1.1748
C 0.8594 2.2918 1.9453
H 1.6363 1.8181 1.4557
H 1.5083 2.9636 2.5726
C 0.0909 1.2346 2.5521
C 0.4650 -0.0517 1.9842
N -0.5551 -0.9377 1.2734
C 0.1752 -2.0816 0.9378
C -0.2456 -3.1462 0.3222
C 0.7858 -3.9935 -0.3379
C 2.2760 -3.6599 -0.1351
C 2.5279 -2.4903 0.4636
C 1.6665 -1.6463 1.0547
O 1.7175 -0.4702 1.6302
H 3.4832 -2.2692 0.4248
H 3.0112 -4.2911 -0.5592
H 0.3013 -5.0332 -0.5756
H -1.2625 -3.4326 0.1389
H 0.3624 0.8023 3.5437
C -1.4979 1.5055 2.7153
C -2.0280 1.5254 1.2022
H -2.7956 2.1778 1.2361
H -1.9310 0.7878 0.7509
H -1.4738 2.2573 3.1238
H -1.9485 0.7846 3.0206
H -0.4728 4.0669 1.9564
H 0.6379 3.9914 0.6188
*
```

## Properties
E: -1657.3603 Eh
Molecular weight: 400.5 g/mol
Relative energy (zero: lowest compared OMol25 entry of this formula, charge and spin): 1921.26 kJ/mol
Orbital gap: 8.611 eV

No. 8
DFT (ωB97M-V/def2-TZVPD) results for a structure of composition C24H27N7OSTc at a distorted geometry.

Geometry as ORCA input:
```
! RIJCOSX wB97M-V def2-TZVPD def2/J DEFGRID3
* xyz 4 2
Tc 0.8583 1.0763 -2.0294
N 1.2449 1.9170 -3.9818
N -0.0110 1.2119 -3.9811
H 1.1220 2.9150 -4.1538
H 1.8968 1.5356 -4.6699
H -0.0496 0.4803 -4.6986
H -0.8042 1.8425 -4.1120
N 7.3774 2.2995 1.1882
C 6.3625 2.1391 0.6964
C 5.0848 1.9330 0.0923
C 4.0698 2.8680 0.2534
C 2.8489 2.6405 -0.3470
N 2.6064 1.5298 -1.0652
C 3.5914 0.6281 -1.2205
C 4.8394 0.7870 -0.6642
H 4.2331 3.7661 0.8313
H 2.0370 3.3441 -0.2525
H 3.3625 -0.2560 -1.8173
H 5.6088 0.0447 -0.8131
N -0.0572 2.8113 -1.6476
C -0.5923 3.8536 -1.4384
C -1.2286 5.0842 -1.1853
C -2.1117 5.2011 -0.0928
C -2.7222 6.4151 0.1388
C -2.4619 7.5028 -0.7057
C -1.5852 7.3844 -1.7920
C -0.9616 6.1804 -2.0391
H -2.3048 4.3548 0.5484
H -3.4040 6.5260 0.9712
H -2.9458 8.4521 -0.5159
H -1.3940 8.2342 -2.4334
H -0.2789 6.0803 -2.8677
C -1.9364 -5.9678 -0.8361
C -1.8140 -4.4596 -0.6583
C -0.4349 -4.0049 -1.1256
N -0.2627 -2.5232 -1.0968
C -0.4766 -1.6348 -0.1397
S -0.5650 0.1219 -0.4579
N -0.7638 -1.9584 1.1517
C -0.2080 -3.0648 1.8654
O 0.7582 -3.6343 1.4494
C -0.8692 -3.4455 3.1614
C -2.2210 -3.1888 3.5014
C -2.7687 -3.6942 4.7192
C -2.0063 -4.4497 5.5746
C -0.6553 -4.7168 5.2390
C -0.1082 -4.2210 4.0138
H -2.9155 -6.3057 -0.5053
H -1.1807 -6.5011 -0.2611
H -1.8260 -6.2550 -1.8818
H -1.9767 -4.2013 0.3903
H -2.5859 -3.9458 -1.2370
H -0.2845 -4.2789 -2.1705
H 0.3668 -4.4555 -0.5399
H -0.0946 -2.1160 -2.0008
H -1.1646 -1.2093 1.7044
H -2.8770 -2.6166 2.8586
H -3.7909 -3.4660 4.9791
H -2.4494 -4.8152 6.4902
H -0.0262 -5.3124 5.8937
H 0.9063 -4.4621 3.7230
*
```

## Properties
<S²>: 0.947
E: -1866.7213 Eh
Molecular weight: 559.6 g/mol
Orbital gap (alpha / beta): 5.706 / 4.089 eV